Entry from OMol25: a single C4H6N2O2 molecule in a non-equilibrium geometry (ωB97M-V/def2-TZVPD).

Element x y z (Å)
C: -2.084117 -0.162227 0.043243
C: 0.512906 -0.803708 0.710579
C: 1.694368 0.107646 0.353012
C: -0.651630 0.083716 -0.113415
N: -1.504073 -0.634248 -1.050339
N: -0.034856 1.320621 -0.395778
O: -3.048997 0.037545 0.725101
O: 1.163452 1.436110 0.276411
H: 0.707442 -1.788016 0.403633
H: 0.470663 -0.752694 1.780183
H: 2.465622 0.282521 1.138803
H: 2.243501 -0.177818 -0.474170
H: -1.857010 -0.311042 -1.955863
H: -0.077267 1.361591 -1.441403

Force components x, y, z for each atom (eV/Å):
C 0.09 1.37 3.20
C 0.14 3.39 -1.33
C 0.43 0.87 3.08
C 2.26 -2.54 3.25
N -0.87 -0.75 -2.70
N -2.51 0.90 -1.65
O -0.37 -0.40 -0.97
O 0.04 -0.52 -1.07
H -0.35 -1.35 -0.70
H -0.97 -0.03 0.52
H -0.58 -0.74 -0.16
H 0.73 -0.47 -2.35
H 0.49 -0.27 -0.04
H 1.49 0.53 0.92

Calculated values
Relative energy (zero: lowest compared OMol25 entry of this formula, charge and spin) = 486.81 kJ/mol
Structure (SMILES) = O=C1N[C@]12CCON2

Results of the natural (NBO) charge analysis, in e, for atoms 1 through 4: 0.67, -0.45, -0.09, 0.15